# 1
{
  "formula": "C3H32NO13",
  "method": "ωB97M-V/def2-TZVPD",
  "symbols": ["O", "C", "C", "C", "N", "H", "H", "H", "H", "H", "H", "H", "H", "H", "H", "O", "H", "H", "O", "H", "H", "O", "H", "H", "O", "H", "H", "O", "H", "H", "O", "H", "H", "O", "H", "H", "O", "H", "H", "O", "H", "H", "O", "H", "H", "O", "H", "H", "O"],
  "coordinates": [[-0.161, 1.151, -0.567], [-0.848, 0.197, -0.771], [-2.080, -0.051, 0.099], [-2.001, -1.518, 0.575], [-1.880, 0.787, 1.347], [-0.675, -0.469, -1.571], [-2.983, 0.088, -0.308], [-0.968, -1.743, 1.000], [-2.042, -2.284, -0.328], [-2.785, -1.860, 1.216], [-2.102, 1.749, 1.189], [-0.827, 0.746, 1.528], [-2.353, 0.431, 2.299], [2.244, -4.685, 0.112], [0.985, -4.104, -0.350], [1.416, -4.162, 0.440], [3.101, 0.876, -0.153], [4.501, 0.139, 0.117], [3.846, 0.367, -0.489], [1.943, 4.124, -1.144], [1.211, 2.616, -1.019], [2.003, 3.121, -1.270], [1.346, 1.300, -3.222], [2.583, 1.827, -2.379], [2.311, 1.055, -2.997], [-4.382, 2.680, 0.092], [-3.069, 2.901, -0.751], [-3.417, 2.792, 0.276], [-0.230, -2.679, -2.834], [-1.608, -3.314, -3.102], [-1.018, -3.039, -2.423], [2.038, 3.256, 2.859], [2.677, 1.778, 2.866], [2.071, 2.413, 2.486], [-2.281, -0.928, -3.553], [-2.778, 0.435, -3.463], [-2.708, -0.369, -2.903], [1.659, -1.078, 0.136], [1.304, -2.400, 0.846], [1.175, -1.488, 0.914], [2.878, -1.627, -1.659], [2.392, -0.204, -1.969], [2.054, -1.088, -1.597], [-0.903, 0.538, 4.263], [-2.201, 0.093, 4.566], [-1.786, 0.737, 3.931], [0.894, 1.056, 2.644], [1.036, -0.411, 2.294], [0.420, 0.249, 2.729]],
  "mulliken_charge": [-0.667, -0.194, 0.134, -1.229, -0.128, 0.627, 0.507, 0.175, 0.222, 0.481, 0.385, 0.222, 0.433, 0.333, 0.281, -0.658, 0.260, 0.277, -0.585, 0.295, 0.446, -0.665, 0.297, 0.456, -0.708, 0.337, 0.351, -0.698, 0.295, 0.252, -0.539, 0.230, 0.319, -0.591, 0.265, 0.316, -0.563, 0.284, 0.392, -0.676, 0.292, 0.283, -0.567, 0.267, 0.336, -0.617, 0.443, 0.248, -0.653],
  "homo_energy_ev": -13.056,
  "charge": 1,
  "fmax_ha_per_bohr": 0.10518,
  "lumo_ev": -2.6,
  "relative_energy_kcal_mol": 17.1,
  "homo_lumo_gap_ev": 10.432
}


# 2
{
  "formula": "C41H46N4O3PdS",
  "method": "ωB97M-V/def2-TZVPD",
  "symbols": ["Pd", "O", "C", "C", "C", "C", "C", "C", "C", "C", "C", "O", "C", "C", "C", "C", "C", "C", "C", "C", "C", "C", "C", "C", "N", "C", "C", "C", "C", "C", "C", "C", "C", "C", "C", "C", "C", "H", "H", "H", "H", "H", "H", "H", "H", "H", "H", "H", "H", "H", "H", "H", "H", "H", "H", "H", "H", "H", "H", "H", "H", "H", "H", "H", "C", "N", "C", "C", "S", "N", "C", "C", "H", "H", "H", "H", "H", "H", "H", "H", "H", "H", "H", "H", "C", "N", "C", "C", "O", "H", "H", "H", "H", "H", "H", "H"],
  "coordinates": [[-0.095, 1.525, 0.223], [-2.409, 1.608, -0.357], [-3.165, 0.568, -0.027], [-2.409, -0.815, -0.272], [-1.387, -1.053, 0.782], [-1.725, -1.680, 1.973], [-0.749, -1.932, 2.928], [0.560, -1.577, 2.612], [0.839, -0.974, 1.396], [2.298, -0.799, 1.049], [2.640, -0.182, -0.349], [2.269, 1.094, -0.461], [4.182, -0.353, -0.362], [4.787, -1.547, -0.737], [6.161, -1.701, -0.639], [6.940, -0.672, -0.132], [6.345, 0.521, 0.243], [4.975, 0.679, 0.121], [2.101, -1.015, -1.524], [1.369, -2.193, -1.437], [0.888, -2.812, -2.580], [1.133, -2.275, -3.831], [1.879, -1.112, -3.933], [2.361, -0.503, -2.793], [-0.122, -0.643, 0.509], [-3.593, 0.525, 1.453], [-4.722, -0.161, 1.884], [-5.053, -0.192, 3.227], [-4.239, 0.434, 4.158], [-3.098, 1.096, 3.734], [-2.784, 1.154, 2.389], [-4.442, 0.649, -0.871], [-5.337, 1.682, -0.573], [-6.469, 1.894, -1.330], [-6.749, 1.072, -2.416], [-5.867, 0.052, -2.731], [-4.727, -0.153, -1.975], [-1.901, -0.700, -1.234], [-3.137, -1.631, -0.296], [-2.743, -2.004, 2.145], [-0.989, -2.429, 3.861], [1.370, -1.827, 3.290], [2.806, -1.769, 1.161], [2.750, -0.107, 1.769], [4.174, -2.361, -1.103], [6.627, -2.630, -0.950], [8.010, -0.806, -0.026], [6.960, 1.322, 0.634], [4.478, 1.596, 0.403], [1.156, -2.637, -0.478], [0.308, -3.725, -2.495], [0.741, -2.751, -4.722], [2.074, -0.682, -4.910], [2.946, 0.401, -2.859], [-5.354, -0.676, 1.169], [-5.949, -0.711, 3.553], [-4.492, 0.401, 5.213], [-2.458, 1.569, 4.467], [-1.904, 1.683, 2.012], [-5.118, 2.324, 0.268], [-7.148, 2.702, -1.077], [-7.646, 1.223, -3.002], [-6.077, -0.598, -3.573], [-4.060, -0.956, -2.249], [2.936, 3.260, -2.235], [1.545, 3.615, -2.020], [0.578, 2.691, -2.570], [1.229, 4.143, -0.802], [-0.267, 4.012, -0.095], [2.233, 5.009, -0.255], [2.532, 4.635, 1.114], [1.819, 6.394, -0.369], [3.114, 2.286, -1.743], [3.566, 4.017, -1.770], [3.139, 3.217, -3.309], [1.008, 2.173, -3.426], [-0.315, 3.240, -2.881], [0.266, 1.941, -1.780], [2.652, 3.554, 1.146], [1.722, 4.909, 1.802], [3.453, 5.134, 1.432], [1.651, 6.626, -1.422], [2.611, 7.041, 0.018], [0.888, 6.591, 0.183], [-0.320, 3.594, 4.269], [0.336, 2.337, 4.514], [0.178, 1.734, 5.801], [0.861, 1.646, 3.445], [0.940, 2.092, 2.324], [0.163, 4.405, 4.827], [-1.377, 3.550, 4.548], [-0.251, 3.791, 3.198], [-0.881, 1.616, 6.063], [0.652, 2.342, 6.582], [0.639, 0.748, 5.796], [1.253, 0.662, 3.746]],
  "mulliken_charge": [-0.412, -0.852, 2.973, -1.646, -0.491, -0.411, -1.167, -0.748, 0.659, -2.054, 1.142, 0.634, -0.154, -0.367, -0.850, -0.528, -0.829, -0.057, 0.278, 0.120, -0.960, -0.607, -0.877, 0.100, 0.999, -1.216, 0.160, -1.077, -0.630, -0.001, 0.613, -0.746, -0.321, -0.757, -0.337, -0.851, -0.238, 0.448, 0.595, 0.522, 0.360, 0.525, 0.397, 0.636, 0.355, 0.379, 0.334, 0.413, 0.110, 0.392, 0.416, 0.350, 0.385, 0.313, 0.415, 0.329, 0.382, -0.129, 0.318, 0.379, 0.333, 0.370, 0.359, 0.382, -1.124, 0.319, -0.316, -0.042, -0.429, 0.124, -0.739, -1.050, 0.218, 0.431, 0.333, 0.338, 0.268, -0.205, -0.081, 0.314, 0.379, 0.304, 0.343, 0.317, -0.786, 0.252, -0.930, -0.275, -0.062, 0.314, 0.312, 0.032, 0.275, 0.323, 0.270, 0.012],
  "homo_energy_ev": [1.164, 0.981],
  "charge": -2,
  "fmax_ha_per_bohr": 0.02021,
  "lumo_ev": [4.4, 4.4],
  "homo_lumo_gap_ev": [3.236, 3.414]
}